# C10H7N3O

The molecule C10H7N3O at a distorted geometry (the ωB97M-V functional and the def2-TZVPD basis, OMol25).

Geometry as XYZ:
```
21
Properties=species:S:1:pos:R:3:forces:R:3
C 1.76514 2.97025 -0.06739 2.5 -1.8 2.4
O 0.57168 2.23082 0.04259 -1.7 -1.2 -1.1
C 0.62500 0.85558 -0.20897 1.5 3.1 0.9
N 1.78640 0.28428 -0.43521 0.8 0.7 0.6
C 1.84948 -1.04364 -0.30830 -0.3 -0.2 1.6
C 3.11349 -1.73007 0.24948 5.0 -8.7 1.4
N 3.87243 -2.73267 0.60213 -6.7 9.5 -3.0
N 0.78176 -1.79452 -0.27168 2.0 -1.1 0.0
C -0.43272 -1.25535 -0.19259 2.0 2.8 -0.7
C -1.44767 -2.15351 -0.36584 -5.0 -0.4 0.8
C -2.75681 -1.67696 -0.02516 1.0 -0.7 0.0
C -2.90650 -0.15012 0.45917 -1.5 -4.0 -2.4
C -1.84340 0.67269 0.36119 -0.5 3.3 0.3
C -0.55861 0.20490 -0.00079 -1.7 -3.9 0.1
H 2.38472 2.43579 0.76053 -0.4 1.8 -0.7
H 1.69673 4.10871 0.12404 -0.3 -2.2 -0.8
H 2.31740 2.50853 -0.88961 0.0 1.4 -0.7
H -1.25936 -3.22559 -0.71178 -0.2 1.8 0.7
H -3.54018 -2.62510 -0.14025 1.3 3.4 0.6
H -3.93808 0.28119 0.49317 1.1 -0.7 0.5
H -2.08090 1.83479 0.52526 1.0 -2.8 -0.4
```
Positions in Å, forces in eV/Å.

Calculated values
Relative energy (zero: lowest compared OMol25 entry of this formula, charge and spin) (kcal per mole): 113.3
LUMO energy (Ha): -0.025
Orbital gap (eV): 8.629
Calculated total energy (eV): -16996.4845